No. 1
Entry from the Open Molecules 2025 dataset: 2 unconnected molecules or ions with the total composition C7H9N3O2 (the ωB97M-V functional and the def2-TZVPD basis).

```
21
C7H9N3O2 | the Open Molecules 2025 dataset | the ωB97M-V functional and the def2-TZVPD basis
C 0.515 2.868 0.288
C 2.065 1.743 1.465
C 0.229 -0.802 0.682
C -0.637 -2.807 -1.202
C -0.936 -1.364 -1.515
C 1.791 2.451 0.301
C -0.898 -0.538 -0.246
N -0.560 3.407 0.440
N 2.071 1.074 2.431
N -1.661 0.431 -0.108
O -0.050 -0.488 1.912
O 1.336 -0.969 0.244
H -1.129 -2.964 -0.218
H 0.501 -2.842 -1.220
H -0.994 -3.577 -1.966
H -0.103 -0.872 -1.974
H -1.941 -1.202 -2.041
H 2.571 2.403 -0.452
H -1.609 0.716 0.869
H 0.825 0.022 2.316
H -1.386 3.309 -0.007
```

The charge is 0. The calculation puts the total energy at -586.78099 a.u. Its energy relative to the best compared isomer or geometry (same formula, charge and spin) is 366.0 kJ/mol. As for the SMILES: [H]/N=C(/CC)C(=O)O.N#CC=C=N. The max |F| is 5.55 eV/Å. As for the HOMO energy: -9.68 eV.

Atomic partial charges in e from the natural (NBO) method, atoms 1 to 8: number 1, C, carries 0.572; number 2, C, carries 0.378; number 3, C, carries 0.714; number 4, C, carries -0.627; number 5, C, carries -0.465; number 6, C, carries -0.605; number 7, C, carries 0.225; number 8, N, carries -0.565

***

No. 2
Entry from the Open Molecules 2025 dataset: C7H9N3O2 in the gas phase (the ωB97M-V functional and the def2-TZVPD basis).

```
21
C7H9N3O2 | the Open Molecules 2025 dataset | the ωB97M-V functional and the def2-TZVPD basis
C 3.906 0.022 -0.122
C 1.628 -0.520 -0.116
C -1.027 -0.302 0.216
C -1.295 -1.514 0.231
C -2.580 -1.885 0.248
C -3.186 0.593 -0.507
C -1.851 0.945 -0.086
H 4.253 -0.337 1.073
H 4.565 1.052 -0.430
H 4.220 -0.782 -0.830
H 0.214 1.048 0.018
H -0.410 -2.047 0.405
H -2.944 -2.954 -0.043
H -3.847 1.427 -0.945
H -0.704 2.645 -0.370
H -0.843 2.290 1.350
N 0.311 0.123 0.127
N -3.473 -0.801 -0.287
N -1.218 2.261 0.357
O 2.551 0.411 -0.220
O 1.731 -1.675 -0.067
```

The charge is 0. The calculation puts the total energy at -586.68913 a.u. Its energy relative to the best compared isomer or geometry (same formula, charge and spin) is 607.2 kJ/mol. As for the SMILES: COC(=O)Nc1ccncc1N. The max |F| is 12.23 eV/Å. As for the HOMO energy: -8.26 eV.

Atomic partial charges in e from the natural (NBO) method, atoms 1 to 8: number 1, C, carries -0.280; number 2, C, carries 0.921; number 3, C, carries 0.200; number 4, C, carries -0.361; number 5, C, carries 0.066; number 6, C, carries 0.004; number 7, C, carries 0.086; number 8, H, carries 0.197